one) 8 unconnected molecules or ions with the total composition C8H16Cl16. Source: the OMol25 dataset; level of theory: ωB97M-V with the def2-TZVPD basis set.

## Properties
HOMO energy: -10.93 eV
gap between HOMO and LUMO: 11.170 eV
SMILES string: ClCCl.ClCCl.ClCCl.ClCCl.ClCCl.ClCCl.ClCCl.ClCCl

XYZ file:
```
40
C8H16Cl16 | the OMol25 dataset | ωB97M-V with the def2-TZVPD basis set
Cl -17.8894 6.6896 6.3230
C -18.6603 8.2990 6.0496
Cl -19.0926 9.1229 7.5287
H -17.9199 8.8666 5.4778
H -19.5657 8.1357 5.4950
Cl -9.8996 4.9774 7.6891
C -9.6445 5.4000 5.9575
Cl -7.9291 5.3627 5.5052
H -10.1713 4.6125 5.4157
H -10.0596 6.3771 5.7750
Cl -15.9577 9.4420 3.5080
C -16.1229 11.1341 4.1393
Cl -17.7785 11.5561 4.2158
H -15.6867 11.1932 5.1270
H -15.6101 11.7794 3.3922
Cl -13.4337 5.6223 5.5966
C -14.5558 6.5434 4.5931
Cl -15.0985 5.6745 3.1444
H -15.4124 6.8581 5.2173
H -14.0300 7.4110 4.2267
Cl -11.5393 8.7374 3.9791
C -11.1663 7.9056 2.4375
Cl -11.0188 6.1845 2.7290
H -11.9698 8.1892 1.7389
H -10.2263 8.2662 2.0571
Cl -14.0180 1.6716 2.9292
C -12.5959 2.4550 3.6735
Cl -11.2902 2.6320 2.5564
H -12.8790 3.4477 3.9797
H -12.2186 1.8025 4.4974
Cl -13.4638 5.9797 9.7155
C -13.2482 4.3810 9.0418
Cl -14.1620 3.1958 10.0201
H -13.6959 4.3284 8.0424
H -12.1840 4.1772 9.1158
Cl -14.6260 9.1989 6.8978
C -12.9317 9.1036 7.4667
Cl -12.1302 10.6580 7.4304
H -13.0546 8.7855 8.4823
H -12.4446 8.4034 6.7919
```

---

two) 8 unconnected molecules or ions with the total composition C8H16Cl16. Source: the OMol25 dataset; level of theory: ωB97M-V with the def2-TZVPD basis set.

## Properties
HOMO energy: -10.95 eV
gap between HOMO and LUMO: 11.138 eV
SMILES string: ClCCl.ClCCl.ClCCl.ClCCl.ClCCl.ClCCl.ClCCl.ClCCl

XYZ file:
```
40
C8H16Cl16 | the OMol25 dataset | ωB97M-V with the def2-TZVPD basis set
Cl -20.9580 8.6089 -6.2500
C -19.6967 9.8155 -5.8412
Cl -20.4009 11.3280 -5.3021
H -18.9982 9.4411 -5.0929
H -19.1469 10.0654 -6.7486
Cl -16.6752 2.7172 -5.3090
C -18.0195 3.8197 -4.8026
Cl -19.2570 2.9818 -3.8775
H -17.6338 4.7277 -4.3389
H -18.4424 4.1519 -5.7507
Cl -15.8545 12.3540 -7.0213
C -16.3767 11.2600 -8.2602
Cl -16.2578 9.6126 -7.5892
H -17.4404 11.4533 -8.3986
H -15.8439 11.3402 -9.2078
Cl -19.8181 5.9076 -7.8487
C -18.4199 6.7294 -8.4906
Cl -17.0335 5.8169 -7.7960
H -18.4315 6.6949 -9.5800
H -18.3149 7.7717 -8.1896
Cl -16.7683 8.2594 -11.2438
C -15.1004 7.8883 -11.0491
Cl -14.3046 7.4676 -12.5656
H -14.4613 8.6754 -10.6489
H -14.9587 7.0364 -10.3840
Cl -13.1620 7.5134 -6.1519
C -14.1552 6.3960 -5.2495
Cl -15.2744 7.2211 -4.2622
H -14.7261 5.7612 -5.9271
H -13.6016 5.7278 -4.5898
Cl -24.9250 4.7364 -7.6625
C -23.5069 4.8763 -8.6574
Cl -23.8254 5.6212 -10.2137
H -22.7263 5.4963 -8.2164
H -23.1106 3.8863 -8.8832
Cl -20.0970 7.0521 -11.8752
C -20.9463 5.7225 -12.5699
Cl -21.7208 6.1613 -14.0757
H -20.3262 4.8671 -12.8379
H -21.6581 5.3026 -11.8592
```

---

List of relative energies, unit kcal/mol: one) 0.0; two) 16.4

---

one) 2 unconnected molecules or ions with the total composition CH4O2S. Source: the OMol25 dataset; level of theory: ωB97M-V with the def2-TZVPD basis set.

## Properties
HOMO energy: -9.87 eV
gap between HOMO and LUMO: 10.526 eV
SMILES string: O=CO.S

XYZ file:
```
8
CH4O2S | the OMol25 dataset | ωB97M-V with the def2-TZVPD basis set
O 1.3872 -0.5553 0.5468
C 0.5788 -1.4272 0.3812
O -0.3060 -1.4791 -0.6101
H 0.4808 -2.2814 1.0579
H -0.2302 -0.6806 -1.1580
S -0.9813 1.6376 -0.0564
H -0.1374 2.2016 0.8140
H -0.7919 2.5844 -0.9754
```

---

two) 2 unconnected molecules or ions with the total composition CH4O2S. Source: the OMol25 dataset; level of theory: ωB97M-V with the def2-TZVPD basis set.

## Properties
HOMO energy: -9.68 eV
gap between HOMO and LUMO: 10.350 eV
SMILES string: O=CO.S

XYZ file:
```
8
CH4O2S | the OMol25 dataset | ωB97M-V with the def2-TZVPD basis set
O 0.9339 -1.1453 -0.2820
C 1.2523 -0.3618 0.5377
O 1.9344 0.7420 0.1655
H 1.2655 -0.2704 1.6690
H 2.1304 0.9326 -0.7565
S -2.6162 -0.1994 0.2374
H -1.7389 0.5085 -0.5132
H -3.1615 -0.2063 -1.0578
```

---

List of relative energies, unit kcal/mol: one) 0.0; two) 15.2

---

one) 2 unconnected molecules or ions with the total composition C4H13NS. Source: the OMol25 dataset; level of theory: ωB97M-V with the def2-TZVPD basis set.

## Properties
HOMO energy: -8.98 eV
gap between HOMO and LUMO: 9.800 eV
SMILES string: CCN.CCS

XYZ file:
```
19
C4H13NS | the OMol25 dataset | ωB97M-V with the def2-TZVPD basis set
C -3.1200 -0.9806 -2.5373
C -1.8744 -1.8387 -2.4230
N -1.3726 -2.0162 -1.0447
H -2.9809 0.0195 -2.1349
H -3.3434 -0.7605 -3.5955
H -4.0146 -1.4524 -2.1355
H -1.9048 -2.8270 -2.8742
H -1.1096 -1.3512 -3.0361
H -2.1742 -2.3723 -0.5281
H -1.1951 -1.0816 -0.6882
C 3.2527 1.0405 2.2315
C 2.1738 2.0338 1.8328
S 1.1478 2.6375 3.2023
H 2.9447 -0.0097 2.2072
H 3.6048 1.2265 3.2436
H 4.1390 1.0972 1.5981
H 1.4403 1.5997 1.1533
H 2.6071 2.8686 1.2748
H 1.7793 2.1668 4.2541
```

---

two) 2 unconnected molecules or ions with the total composition C4H13NS. Source: the OMol25 dataset; level of theory: ωB97M-V with the def2-TZVPD basis set.

## Properties
HOMO energy: -9.02 eV
gap between HOMO and LUMO: 9.971 eV
SMILES string: CCN.CCS

XYZ file:
```
19
C4H13NS | the OMol25 dataset | ωB97M-V with the def2-TZVPD basis set
C 0.8631 -2.1744 -2.3621
C -0.5071 -2.2689 -1.7151
N -0.4479 -1.8669 -0.2948
H 0.7499 -2.1954 -3.4476
H 1.5369 -2.9846 -2.0804
H 1.3975 -1.2701 -2.0572
H -0.8203 -3.3106 -1.8029
H -1.2560 -1.6482 -2.2171
H -0.2171 -0.8882 -0.2189
H -1.3585 -2.0329 0.1124
C 0.2241 3.1524 1.9449
C 0.3122 1.7841 1.2857
S -1.1501 0.7364 1.7523
H -0.6866 3.6711 1.6402
H 0.2875 3.1019 3.0295
H 1.0469 3.7977 1.6183
H 0.2248 1.7999 0.2054
H 1.2066 1.3002 1.6691
H -1.4059 1.2965 2.9384
```

---

List of relative energies, unit kcal/mol: one) 3.7; two) 0.0

---

one) A gas-phase ion, C5H5N2 (charge +1). Source: the OMol25 dataset; level of theory: ωB97M-V with the def2-TZVPD basis set.

## Properties
net charge: +1
HOMO energy (spin up / spin down): -16.02 / -16.02 eV
gap between HOMO and LUMO (spin up / spin down): 9.142 / 9.141 eV
SMILES string: CC1=[N+]=C=CC=N1

XYZ file:
```
12
C5H5N2 | the OMol25 dataset | ωB97M-V with the def2-TZVPD basis set
C -1.6775 -0.5538 0.0369
C -0.2565 -0.2947 0.0710
N 0.6622 -1.4570 0.0413
C 1.8454 -1.2142 0.0105
C 2.6027 -0.1012 -0.0197
C 1.6678 0.9679 0.0395
N 0.3719 0.8215 0.0807
H -1.9204 -1.5026 0.5132
H -2.0108 -0.6322 -1.0055
H -2.2262 0.2648 0.4998
H 3.6669 0.0408 -0.0721
H 2.0651 1.9753 0.0442
```

---

two) A molecular structure, C5H5N2. Source: the OMol25 dataset; level of theory: ωB97M-V with the def2-TZVPD basis set.

## Properties
net charge: +1
HOMO energy: -14.50 eV
gap between HOMO and LUMO: 8.882 eV

XYZ file:
```
12
C5H5N2 | the OMol25 dataset | ωB97M-V with the def2-TZVPD basis set
C -0.5328 -0.9676 0.0940
C 0.8792 -1.3008 -0.0704
C -0.6998 0.3709 0.1313
C 1.4156 -0.1050 -0.1859
C 0.6130 1.0889 -0.0438
N 4.4304 0.0208 0.0269
N 3.3504 -0.0258 -0.1048
H -1.2921 -1.7226 0.1750
H 1.2949 -2.2868 -0.1048
H -1.6272 0.9053 0.2307
H 0.5775 1.7350 -0.9234
H 0.8785 1.7174 0.8090
```

---

List of relative energies, unit kcal/mol: one) 0.0; two) 12.9